[1]
Density functional theory data (ωB97M-V with the def2-TZVPD basis set) for an isolated molecule of C6H11N3 at a distorted geometry.

2S+1: 1
HOMO level: -7.550 eV
Energy: -10868.123 eV
ΔE to the lowest compared entry with this formula, charge and spin: 260.2 kJ/mol
Gap between HOMO and LUMO: 8.378 eV
SMILES string: [H]/N=C1\C=C[C@@H](C)N(C)N1
LUMO level: 0.83 eV

Positions of all 20 atoms, in Å:
C: -0.29 -1.71 0.84
C: -0.95 -0.63 -0.07
C: -0.61 -0.74 -1.56
C: 0.38 0.06 -2.02
C: 1.26 0.95 -1.14
C: -0.82 1.05 1.80
H: 0.76 -1.62 0.73
H: -0.49 -2.68 0.45
H: -0.69 -1.68 1.82
H: -2.02 -0.81 0.20
H: -1.01 -1.58 -2.14
H: 0.66 -0.15 -3.02
H: 2.38 1.48 -2.51
H: 1.44 1.49 0.84
H: -0.06 0.49 2.45
H: -0.76 2.12 2.08
H: -1.90 0.80 2.10
N: 2.31 1.58 -1.47
N: 0.88 0.91 0.19
N: -0.48 0.68 0.43

***

[2]
Density functional theory data (ωB97M-V with the def2-TZVPD basis set) for a structure of composition C29H65AsBrClCsN5O6Si5.

2S+1: 1
HOMO level: -0.802 eV
Energy: -234202.448 eV
Charge: -2
ΔE to the lowest compared entry with this formula, charge and spin: 33.1 kJ/mol
Gap between HOMO and LUMO: 4.166 eV
LUMO level: 3.36 eV

Positions of all 114 atoms, in Å:
Cs: 0.43 0.72 -0.95
O: -2.37 0.76 -4.51
Cl: -1.02 1.07 -4.13
O: -0.26 1.50 -5.27
O: -1.01 2.12 -3.12
O: -0.39 -0.10 -3.54
N: 1.31 -1.20 1.45
C: 2.25 -0.61 2.37
C: 3.07 -1.62 3.22
C: 4.16 -2.35 2.44
C: 5.31 -1.47 1.97
N: 5.96 -0.73 3.04
C: 5.47 0.47 3.47
N: 4.84 1.34 2.77
N: 5.75 0.75 4.82
C: 1.53 0.30 3.34
O: 2.25 1.31 3.86
O: 0.39 0.13 3.70
H: 0.53 -1.69 1.88
H: 1.77 -1.81 0.78
H: 2.95 -0.01 1.78
H: 2.36 -2.35 3.63
H: 3.51 -1.10 4.08
H: 3.72 -2.81 1.55
H: 4.55 -3.17 3.06
H: 4.98 -0.76 1.21
H: 6.06 -2.09 1.48
H: 6.43 -1.28 3.75
H: 4.81 1.11 1.78
H: 3.15 1.37 3.46
H: 5.52 -0.01 5.44
H: 5.30 1.61 5.09
C: 1.81 -6.45 -1.49
Si: 0.79 -5.01 -0.81
C: 1.33 -4.76 0.96
C: -1.02 -5.46 -0.76
As: 1.04 -2.99 -2.00
Si: 3.24 -3.07 -2.81
C: 3.64 -4.46 -4.01
C: 3.57 -1.42 -3.64
C: 4.39 -3.20 -1.33
Si: -0.17 -3.54 -3.95
C: -0.09 -5.37 -4.42
C: 0.48 -2.62 -5.45
C: -1.96 -3.09 -3.63
H: 1.59 -7.34 -0.90
H: 2.88 -6.25 -1.41
H: 1.59 -6.67 -2.54
H: 1.23 -5.70 1.51
H: 0.67 -4.02 1.43
H: 2.37 -4.43 1.05
H: -1.16 -6.35 -0.14
H: -1.47 -5.64 -1.74
H: -1.54 -4.62 -0.27
H: 3.04 -4.39 -4.92
H: 3.48 -5.44 -3.57
H: 4.70 -4.39 -4.31
H: 2.83 -1.21 -4.42
H: 4.57 -1.41 -4.09
H: 3.52 -0.63 -2.89
H: 4.19 -4.09 -0.72
H: 4.26 -2.30 -0.72
H: 5.43 -3.24 -1.66
H: 0.94 -5.68 -4.61
H: -0.66 -5.52 -5.34
H: -0.51 -6.03 -3.66
H: 1.47 -2.98 -5.74
H: 0.53 -1.55 -5.27
H: -0.20 -2.80 -6.29
H: -2.30 -3.48 -2.67
H: -2.61 -3.48 -4.42
H: -2.06 -2.00 -3.60
C: -4.17 -4.19 0.74
Si: -3.42 -2.65 1.58
C: -4.90 -1.43 1.58
C: -3.26 -3.08 3.43
C: -1.85 -2.17 0.89
H: -5.18 -4.39 1.11
H: -3.56 -5.08 0.93
H: -4.23 -4.05 -0.34
H: -5.80 -1.84 2.07
H: -5.16 -1.14 0.56
H: -4.62 -0.51 2.11
H: -4.23 -3.30 3.90
H: -2.80 -2.24 3.96
H: -2.60 -3.95 3.56
H: -1.38 -1.32 1.39
H: -1.76 -2.08 -0.20
Br: -3.46 5.82 3.65
C: -2.37 4.64 2.62
C: -1.93 5.04 1.37
C: -1.13 4.14 0.67
N: -0.78 2.95 1.14
C: -1.22 2.59 2.34
C: -2.02 3.41 3.13
H: -2.19 6.00 0.95
H: -0.77 4.40 -0.32
H: -0.93 1.61 2.70
H: -2.36 3.07 4.10
C: 5.66 3.73 -2.21
Si: 5.49 3.01 -0.48
C: 7.23 2.66 0.18
C: 4.72 4.31 0.63
C: 4.51 1.50 -0.49
C: 3.78 0.49 -0.42
H: 6.26 4.65 -2.20
H: 4.68 3.96 -2.62
H: 6.14 3.01 -2.88
H: 7.84 3.57 0.20
H: 7.73 1.93 -0.45
H: 7.17 2.26 1.19
H: 5.31 5.23 0.65
H: 4.63 3.93 1.65
H: 3.71 4.55 0.28

***

[3]
Density functional theory data (ωB97M-V with the def2-TZVPD basis set) for a cluster of 2 separate species, C22H35ClN4O3P2 in total at a distorted geometry.

2S+1: 1
HOMO level: -6.010 eV
Energy: -66568.012 eV
ΔE to the lowest compared entry with this formula, charge and spin: 1117.3 kJ/mol
Gap between HOMO and LUMO: 5.124 eV
LUMO level: -0.89 eV

Positions of all 67 atoms, in Å:
C: 4.18 3.70 0.70
C: 4.55 2.50 0.31
C: 4.98 0.97 0.03
C: 3.86 0.29 -0.96
C: 2.80 -0.50 -0.03
C: 1.31 -0.64 -0.68
P: 1.50 -0.81 -2.57
O: 2.76 -1.90 -3.02
O: 0.02 -1.25 -3.33
C: 0.45 0.68 -0.31
C: 1.10 2.14 -0.45
C: 1.17 2.84 -1.72
C: -0.29 0.28 1.10
C: -0.03 1.29 2.35
C: -0.82 2.68 2.22
C: -2.36 2.50 1.75
O: -3.10 1.81 2.56
N: -2.91 3.12 0.51
C: -3.38 2.01 -0.41
C: -4.57 1.02 -0.07
C: -4.98 -0.15 -1.04
C: -4.21 -0.36 -2.41
C: -3.05 0.63 -2.79
C: -2.65 1.80 -1.80
N: 0.15 -1.17 1.38
C: -0.89 -1.69 2.34
N: -1.43 -3.04 2.01
C: -0.64 -4.01 2.88
C: 0.29 -1.75 0.00
P: 0.99 -3.51 -0.23
N: -0.29 -4.48 -0.52
H: 4.13 4.80 1.02
H: 4.94 0.39 1.03
H: 6.03 0.87 -0.42
H: 3.39 1.13 -1.61
H: 4.42 -0.42 -1.69
H: 2.65 0.12 0.95
H: 3.16 -1.56 0.28
H: 2.45 -2.58 -3.67
H: 0.23 -1.20 -4.31
H: -0.42 0.71 -1.07
H: 1.50 2.67 0.50
H: 1.61 3.90 -1.83
H: 0.76 2.24 -2.63
H: -1.40 0.20 0.73
H: 1.10 1.55 2.44
H: -0.30 0.80 3.38
H: -0.24 3.43 1.57
H: -0.87 3.16 3.28
H: -2.08 3.56 0.05
H: -5.14 1.15 0.93
H: -5.83 -0.86 -0.73
H: -4.46 -1.23 -3.12
H: -2.50 0.47 -3.80
H: -1.80 2.51 -2.11
H: 1.03 -1.24 1.94
H: -0.36 -1.79 3.38
H: -1.79 -0.99 2.51
H: -2.42 -3.07 2.33
H: -0.71 -5.10 2.52
H: 0.49 -3.73 2.84
H: -1.01 -3.99 3.98
H: -0.68 -1.56 -0.57
H: 1.75 -3.97 0.92
H: 1.84 -3.65 -1.38
H: -1.13 -3.87 -0.48
Cl: -2.82 2.17 -4.97

***

[4]
Density functional theory data (ωB97M-V with the def2-TZVPD basis set) for a structure of composition C31H24BiCl2N10O3S.

2S+1: 1
HOMO level: -10.616 eV
Energy: -95296.692 eV
Charge: +1
ΔE to the lowest compared entry with this formula, charge and spin: 17.5 kJ/mol
Gap between HOMO and LUMO: 7.867 eV
LUMO level: -2.75 eV

Positions of all 72 atoms, in Å:
Bi: 1.54 1.37 -1.79
C: 0.66 -3.87 0.55
N: 0.53 -2.71 -0.30
C: 1.18 -1.56 -0.21
N: 0.73 -0.74 -1.16
C: -0.21 -1.48 -1.80
N: -0.37 -2.67 -1.30
C: -0.62 -4.22 1.29
C: -0.83 -5.54 1.65
C: -1.98 -5.91 2.34
C: -2.93 -4.96 2.66
C: -2.72 -3.62 2.30
C: -1.56 -3.25 1.63
C: -3.75 -2.65 2.63
N: -4.85 -2.87 3.27
N: -5.52 -1.68 3.33
C: -4.79 -0.80 2.74
O: -3.64 -1.35 2.27
C: -5.09 0.61 2.53
C: -6.27 1.14 3.04
C: -6.56 2.48 2.83
C: -5.68 3.29 2.12
C: -4.49 2.76 1.63
C: -3.54 3.69 0.88
N: -2.56 2.98 0.09
C: -1.35 2.54 0.44
N: -0.83 1.81 -0.53
C: -1.80 1.87 -1.49
N: -2.86 2.55 -1.15
C: -4.20 1.42 1.83
H: 1.47 -3.66 1.26
H: 0.95 -4.72 -0.07
H: 1.96 -1.35 0.50
H: -0.78 -1.12 -2.65
H: -0.09 -6.29 1.39
H: -2.13 -6.94 2.62
H: -3.85 -5.22 3.17
H: -1.41 -2.21 1.36
H: -6.94 0.50 3.58
H: -7.47 2.90 3.22
H: -5.91 4.33 1.96
H: -3.01 4.33 1.59
H: -4.10 4.32 0.20
H: -0.89 2.74 1.40
H: -1.72 1.38 -2.46
H: -3.28 0.98 1.45
Cl: 1.93 4.15 -0.70
C: 3.41 3.91 0.17
C: 4.18 5.02 0.45
C: 5.38 4.88 1.12
C: 5.80 3.62 1.51
C: 5.03 2.51 1.23
Cl: 5.58 0.97 1.77
C: 3.82 2.62 0.54
S: 2.90 1.13 0.28
H: 3.82 6.00 0.16
H: 5.98 5.75 1.34
H: 6.74 3.49 2.04
C: 4.19 -2.84 -4.93
N: 4.06 -1.47 -4.46
C: 4.81 -0.46 -4.96
C: 4.70 0.82 -4.54
C: 3.72 1.09 -3.53
O: 3.47 2.22 -3.04
N: 2.97 0.06 -3.06
C: 3.10 -1.24 -3.46
O: 2.47 -2.18 -3.00
H: 4.84 -2.86 -5.80
H: 3.21 -3.24 -5.18
H: 4.62 -3.47 -4.14
H: 5.52 -0.74 -5.73
H: 5.31 1.61 -4.94

***

[5]
Density functional theory data (ωB97M-V with the def2-TZVPD basis set) for a cluster of 2 separate species, C4H10NO2 in total at a distorted geometry.

2S+1: 2
HOMO level (alpha / beta): -9.778 / -9.563 eV
Energy: -9892.174 eV
ΔE to the lowest compared entry with this formula, charge and spin: 151.3 kJ/mol
Gap between HOMO and LUMO (alpha / beta): 10.448 / 6.081 eV
LUMO level (alpha / beta): 0.67 / -3.48 eV

Positions of all 17 atoms, in Å:
C: 0.99 -0.06 0.13
O: 0.15 0.49 -0.89
C: 1.25 -1.52 -0.23
C: -0.04 -2.16 -0.75
H: 0.44 0.03 1.09
H: 1.94 0.47 0.21
H: 1.62 -1.96 0.70
H: 2.00 -1.65 -1.01
H: -0.01 -3.27 -0.80
H: -0.24 -1.79 -1.77
H: -0.87 -1.91 -0.10
C: -1.42 2.09 1.10
N: -0.80 2.70 0.06
O: -0.87 1.39 1.98
H: -2.54 2.23 1.17
H: -0.13 1.46 -0.64
H: -1.44 3.45 -0.25

***

[6]
Density functional theory data (ωB97M-V with the def2-TZVPD basis set) for the ion C5H12N2O with charge +2 at a distorted geometry.

2S+1: 1
HOMO level: -17.869 eV
Energy: -10387.823 eV
Charge: +2
ΔE to the lowest compared entry with this formula, charge and spin: 162.9 kJ/mol
Gap between HOMO and LUMO: 10.600 eV
SMILES string: C=C([NH3+])C[C@H]([NH3+])C=O
LUMO level: -7.27 eV

Positions of all 20 atoms, in Å:
O: -0.95 -2.00 -0.63
C: -1.28 -0.90 -0.89
C: -0.26 0.33 -1.11
C: 0.21 0.85 0.29
C: 0.89 -0.28 1.13
C: 1.41 -1.37 0.57
N: 0.72 -0.31 2.58
N: -1.00 1.30 -2.10
H: -2.31 -0.57 -1.31
H: 0.59 0.06 -1.82
H: 0.76 1.77 0.11
H: -0.60 1.34 0.87
H: 1.46 -1.43 -0.52
H: 1.85 -2.32 0.90
H: -0.22 -0.71 2.73
H: 0.81 0.60 3.09
H: 1.50 -0.74 3.06
H: -1.69 1.85 -1.58
H: -1.61 0.71 -2.70
H: -0.29 1.82 -2.69

***

> Look up the ΔE to the lowest compared entry with this formula, charge and spin of the third one.

1117.3 kJ/mol